No. 1
{
  "formula": "C71H123N3O36",
  "method": "ωB97M-V/def2-TZVPD",
  "elements": ["C", "C", "C", "O", "C", "O", "O", "H", "H", "H", "H", "H", "H", "C", "C", "C", "O", "C", "O", "O", "H", "H", "H", "H", "H", "H", "C", "C", "C", "O", "C", "O", "O", "H", "H", "H", "H", "H", "H", "C", "C", "C", "O", "C", "O", "O", "H", "H", "H", "H", "H", "H", "C", "C", "C", "O", "C", "O", "O", "H", "H", "H", "H", "H", "H", "C", "C", "C", "O", "C", "O", "O", "H", "H", "H", "H", "H", "H", "C", "C", "C", "O", "C", "O", "O", "H", "H", "H", "H", "H", "H", "C", "C", "C", "O", "C", "O", "O", "H", "H", "H", "H", "H", "H", "C", "C", "C", "O", "C", "O", "O", "H", "H", "H", "H", "H", "H", "C", "C", "C", "O", "C", "O", "O", "H", "H", "H", "H", "H", "H", "C", "C", "C", "O", "C", "O", "O", "H", "H", "H", "H", "H", "H", "C", "C", "C", "C", "C", "C", "N", "O", "C", "C", "C", "H", "H", "H", "H", "H", "H", "H", "H", "H", "H", "H", "H", "H", "H", "H", "H", "H", "H", "H", "C", "C", "C", "C", "C", "C", "N", "O", "C", "C", "C", "H", "H", "H", "H", "H", "H", "H", "H", "H", "H", "H", "H", "H", "H", "H", "H", "H", "H", "H", "C", "C", "C", "C", "C", "C", "N", "O", "C", "C", "C", "H", "H", "H", "H", "H", "H", "H", "H", "H", "H", "H", "H", "H", "H", "H", "H", "H", "H", "H"],
  "positions_angstrom": [[20.618, 25.828, -24.542], [22.012, 26.489, -24.683], [22.141, 27.887, -24.276], [23.411, 27.889, -23.734], [23.744, 26.626, -23.443], [24.843, 26.311, -23.017], [22.787, 25.811, -23.722], [20.287, 26.016, -23.521], [20.568, 24.749, -24.685], [19.940, 26.290, -25.260], [22.419, 26.384, -25.689], [21.324, 28.228, -23.640], [22.163, 28.474, -25.194], [23.934, 18.494, -19.861], [23.102, 19.078, -18.654], [21.755, 19.707, -19.113], [20.827, 18.997, -18.272], [21.372, 17.966, -17.597], [20.785, 17.269, -16.807], [22.715, 17.950, -17.880], [24.786, 17.916, -19.503], [24.334, 19.356, -20.395], [23.277, 17.971, -20.556], [23.638, 19.789, -18.026], [21.530, 19.406, -20.136], [21.829, 20.743, -18.782], [23.280, 28.841, -9.498], [23.966, 29.303, -10.774], [23.305, 28.743, -12.050], [23.512, 29.821, -12.973], [23.727, 30.967, -12.288], [23.729, 32.019, -12.880], [23.884, 30.670, -10.979], [23.435, 27.777, -9.320], [22.214, 28.853, -9.724], [23.447, 29.377, -8.564], [25.019, 29.025, -10.817], [22.231, 28.628, -11.904], [23.720, 27.766, -12.298], [17.445, 30.960, -10.595], [16.512, 29.779, -10.941], [15.414, 29.503, -9.984], [14.216, 29.644, -10.767], [14.493, 30.098, -11.986], [13.650, 30.235, -12.885], [15.816, 30.157, -12.143], [18.356, 30.917, -11.193], [17.891, 30.857, -9.605], [17.014, 31.952, -10.724], [17.019, 28.828, -11.105], [15.497, 30.189, -9.141], [15.393, 28.490, -9.582], [16.203, 20.395, -8.338], [15.952, 21.735, -7.567], [16.784, 21.921, -6.255], [17.659, 22.909, -6.510], [17.488, 23.450, -7.745], [18.069, 24.378, -8.207], [16.715, 22.684, -8.430], [15.486, 19.602, -8.123], [17.172, 19.907, -8.234], [16.053, 20.591, -9.400], [14.891, 21.884, -7.367], [17.340, 21.039, -5.938], [16.194, 22.264, -5.405], [19.330, 33.642, -15.884], [19.887, 34.737, -16.824], [21.066, 35.587, -16.280], [22.176, 35.173, -17.125], [21.794, 34.265, -18.037], [22.504, 33.444, -18.661], [20.453, 34.082, -17.954], [18.462, 34.064, -15.378], [20.052, 33.409, -15.101], [18.964, 32.724, -16.342], [19.026, 35.345, -17.100], [21.235, 35.297, -15.243], [20.772, 36.636, -16.294], [8.654, 19.654, -20.229], [10.189, 19.817, -20.327], [10.867, 20.671, -19.306], [11.933, 19.823, -18.919], [11.967, 18.604, -19.492], [12.805, 17.733, -19.436], [10.938, 18.585, -20.358], [8.243, 18.986, -19.471], [8.378, 19.188, -21.175], [8.191, 20.641, -20.246], [10.218, 20.195, -21.349], [10.225, 20.783, -18.432], [11.175, 21.641, -19.696], [15.055, 16.098, -13.548], [13.578, 16.489, -13.640], [12.578, 15.590, -14.543], [11.624, 15.195, -13.610], [11.854, 15.810, -12.378], [11.076, 15.743, -11.477], [13.015, 16.455, -12.368], [15.151, 15.066, -13.210], [15.684, 16.733, -12.924], [15.286, 16.009, -14.610], [13.530, 17.450, -14.153], [12.934, 14.688, -15.040], [12.051, 16.223, -15.257], [9.209, 25.669, -10.703], [10.481, 25.095, -11.447], [11.525, 24.469, -10.564], [11.488, 23.140, -10.990], [10.745, 22.899, -12.007], [10.607, 21.795, -12.492], [10.030, 24.052, -12.334], [8.294, 25.787, -11.283], [9.417, 26.653, -10.282], [8.910, 25.021, -9.879], [10.779, 26.033, -11.916], [11.209, 24.495, -9.521], [12.502, 24.936, -10.692], [28.588, 31.383, -17.821], [27.394, 30.630, -17.137], [26.975, 29.534, -18.127], [26.975, 28.396, -17.281], [27.671, 28.625, -16.154], [27.755, 27.859, -15.219], [27.983, 29.894, -16.130], [29.149, 31.980, -17.101], [28.199, 32.085, -18.558], [29.292, 30.675, -18.260], [26.470, 31.134, -16.853], [27.626, 29.424, -18.994], [25.988, 29.662, -18.571], [15.370, 31.268, -19.157], [15.974, 31.423, -20.612], [17.463, 31.119, -20.773], [17.410, 29.953, -21.549], [16.184, 29.696, -22.050], [15.948, 28.911, -22.970], [15.325, 30.492, -21.430], [15.680, 30.394, -18.585], [14.296, 31.111, -19.056], [15.461, 32.175, -18.559], [15.872, 32.434, -21.006], [18.066, 30.849, -19.907], [17.972, 31.882, -21.362], [26.139, 23.254, -8.982], [26.026, 21.918, -9.799], [26.123, 20.873, -8.724], [25.714, 19.435, -9.084], [24.388, 19.383, -9.836], [24.281, 20.396, -11.052], [24.763, 21.783, -10.484], [24.528, 22.877, -11.385], [24.973, 19.819, -12.315], [22.797, 20.466, -11.430], [27.294, 21.915, -10.717], [25.341, 23.552, -8.302], [26.255, 24.173, -9.556], [27.037, 23.246, -8.364], [27.118, 20.859, -8.280], [25.494, 21.194, -7.894], [25.578, 18.915, -8.136], [26.551, 18.945, -9.580], [23.624, 19.422, -9.059], [24.292, 18.386, -10.266], [25.983, 19.451, -12.137], [24.334, 19.020, -12.692], [25.055, 20.563, -13.108], [22.639, 21.225, -12.196], [22.371, 19.543, -11.822], [22.156, 20.767, -10.600], [28.250, 21.902, -10.193], [27.339, 22.830, -11.306], [27.336, 20.969, -11.257], [25.260, 22.895, -12.005], [9.316, 28.200, -21.056], [9.816, 26.857, -20.627], [10.887, 26.774, -19.420], [10.328, 27.099, -18.028], [9.086, 26.226, -17.778], [8.003, 26.233, -18.931], [8.646, 26.017, -20.240], [7.759, 25.779, -21.270], [7.066, 25.011, -18.610], [7.159, 27.550, -18.719], [10.475, 26.070, -21.844], [9.807, 28.556, -21.962], [9.589, 28.966, -20.330], [8.263, 28.277, -21.328], [11.310, 25.770, -19.458], [11.694, 27.506, -19.443], [10.028, 28.147, -17.991], [11.118, 27.082, -17.277], [8.528, 26.551, -16.900], [9.410, 25.212, -17.541], [7.654, 24.123, -18.378], [6.447, 25.064, -17.714], [6.419, 24.903, -19.480], [6.841, 27.691, -17.686], [7.688, 28.478, -18.936], [6.304, 27.491, -19.394], [10.551, 25.000, -21.651], [11.466, 26.453, -22.089], [9.903, 26.084, -22.772], [7.447, 26.680, -21.382], [16.306, 25.339, -14.628], [17.351, 24.458, -15.374], [16.919, 24.153, -16.805], [17.155, 25.297, -17.800], [18.650, 25.452, -17.860], [19.333, 25.745, -16.513], [18.790, 24.843, -15.462], [19.364, 25.167, -14.164], [20.884, 25.434, -16.753], [19.067, 27.243, -16.163], [17.366, 23.045, -14.698], [16.151, 26.263, -15.185], [16.628, 25.514, -13.601], [15.370, 24.786, -14.547], [17.450, 23.241, -17.076], [15.851, 23.944, -16.745], [16.558, 26.198, -17.661], [16.838, 24.954, -18.785], [18.851, 26.312, -18.499], [19.160, 24.686, -18.444], [21.261, 25.993, -17.609], [21.480, 25.652, -15.866], [21.204, 24.394, -16.825], [19.458, 27.486, -15.176], [19.701, 27.880, -16.779], [18.057, 27.646, -16.083], [17.541, 23.220, -13.636], [18.212, 22.409, -14.957], [16.426, 22.495, -14.746], [19.892, 24.402, -13.923]],
  "lumo_energy_ha": -0.005,
  "e_tot_ev": -153793.23342,
  "orbital_gap_ha": 0.3016
}


No. 2
{
  "formula": "C6H13Cl10HgO",
  "method": "ωB97M-V/def2-TZVPD",
  "elements": ["Hg", "C", "O", "H", "H", "H", "C", "Cl", "Cl", "H", "H", "C", "Cl", "Cl", "H", "H", "C", "Cl", "Cl", "H", "H", "C", "Cl", "Cl", "H", "H", "C", "Cl", "Cl", "H", "H"],
  "positions_angstrom": [[-1.285, -3.820, -0.772], [-0.799, -0.714, 0.051], [-1.379, -1.627, -0.814], [0.058, -1.164, 0.573], [-0.432, 0.200, -0.427], [-1.545, -0.438, 0.805], [1.552, -0.194, -2.861], [1.935, -0.620, -4.546], [2.946, 0.390, -1.946], [0.760, 0.547, -2.932], [1.173, -1.075, -2.351], [0.405, 1.073, 4.043], [1.819, 1.869, 3.397], [-0.778, 2.295, 4.544], [-0.008, 0.468, 3.241], [0.674, 0.443, 4.885], [0.067, 3.198, -0.702], [-0.304, 4.887, -0.998], [1.784, 2.949, -0.318], [-0.547, 2.800, 0.105], [-0.235, 2.575, -1.544], [-4.698, -1.505, -1.978], [-4.424, -3.250, -1.901], [-5.762, -1.059, -3.322], [-5.170, -1.226, -1.044], [-3.732, -1.064, -2.187], [3.490, -1.094, 1.896], [5.241, -1.353, 1.903], [2.695, -2.079, 0.668], [3.152, -1.363, 2.889], [3.348, -0.050, 1.642]],
  "lumo_energy_ha": -0.323,
  "e_tot_ev": -137867.96784,
  "orbital_gap_ha": 0.1500,
  "de_lowest_kj_mol": 124.1,
  "total_charge": 1
}


No. 3
{
  "formula": "C10H9NO",
  "method": "ωB97M-V/def2-TZVPD",
  "elements": ["N", "C", "C", "C", "C", "C", "C", "O", "C", "C", "C", "C", "H", "H", "H", "H", "H", "H", "H", "H", "H"],
  "positions_angstrom": [[-2.695, 1.198, 0.186], [-1.691, 0.175, 0.008], [-2.162, -1.217, -0.021], [-1.160, -2.159, 0.004], [0.220, -1.852, -0.188], [0.682, -0.663, -0.177], [2.059, -0.370, 0.014], [2.960, -1.395, 0.124], [2.474, 0.958, 0.010], [1.556, 1.986, -0.044], [0.231, 1.800, -0.113], [-0.284, 0.441, -0.033], [-2.445, 2.216, -0.039], [-3.593, 1.060, -0.207], [-3.305, -1.276, 0.184], [-1.234, -3.297, 0.196], [1.032, -2.501, -0.363], [2.371, -2.129, 0.376], [3.488, 1.283, 0.249], [1.998, 3.040, -0.003], [-0.502, 2.703, -0.163]],
  "lumo_energy_ha": 0.020,
  "e_tot_ev": -14051.76995,
  "orbital_gap_ha": 0.2917,
  "smiles": "Nc1cccc2c(O)cccc12",
  "de_lowest_kj_mol": 186.1
}


No. 4
{
  "formula": "C3H13NO2",
  "method": "ωB97M-V/def2-TZVPD",
  "elements": ["C", "C", "N", "C", "H", "H", "H", "H", "H", "H", "H", "H", "H", "H", "H", "O", "H", "H", "O"],
  "positions_angstrom": [[0.373, -3.137, 1.556], [-0.248, -1.752, 1.726], [-1.672, -1.862, 2.059], [-2.075, -2.126, 3.427], [1.411, -3.089, 1.230], [-0.224, -3.742, 0.883], [0.555, -3.575, 2.541], [-0.223, -1.126, 0.835], [0.277, -1.154, 2.486], [-2.072, -0.934, 1.879], [-1.704, -1.388, 4.118], [-3.127, -2.427, 3.378], [-1.759, -3.111, 3.799], [1.976, 4.873, -2.674], [0.765, 4.070, -3.052], [1.057, 4.737, -2.417], [1.708, 2.666, -5.881], [1.924, 2.207, -4.441], [1.993, 2.978, -5.010]],
  "lumo_energy_ha": [-0.125, -0.323],
  "s2": 0.754,
  "e_tot_ev": -8897.23903,
  "orbital_gap_ha": [0.3501, 0.1524],
  "multiplicity": 2,
  "de_lowest_kj_mol": 122.3,
  "total_charge": 1
}


No. 5
{
  "formula": "C7H13N2S",
  "method": "ωB97M-V/def2-TZVPD",
  "elements": ["C", "C", "C", "C", "C", "C", "C", "N", "N", "S", "H", "H", "H", "H", "H", "H", "H", "H", "H", "H", "H", "H", "H"],
  "positions_angstrom": [[1.799, -1.308, -0.004], [0.846, -0.340, -0.025], [-0.999, -1.963, -0.143], [-1.278, 0.289, -1.208], [-1.170, 0.027, 1.339], [0.993, 2.274, 0.016], [-0.646, -0.475, -0.020], [2.835, 0.852, -0.009], [1.560, 0.959, -0.016], [3.381, -0.641, 0.001], [1.667, -2.371, 0.017], [-2.080, -2.065, -0.187], [-0.586, -2.394, -1.052], [-0.644, -2.528, 0.714], [-1.865, -0.397, -1.812], [-1.949, 1.071, -0.867], [-0.534, 0.733, -1.866], [-1.184, 1.110, 1.410], [-2.185, -0.334, 1.486], [-0.559, -0.366, 2.150], [-0.090, 2.235, 0.014], [1.350, 2.791, 0.910], [1.336, 2.842, -0.850]],
  "lumo_energy_ha": -0.177,
  "e_tot_ev": -21277.79081,
  "orbital_gap_ha": 0.3696,
  "de_lowest_kj_mol": 179.2,
  "total_charge": 1
}


No. 6
{
  "formula": "C3H7N2O2",
  "method": "ωB97M-V/def2-TZVPD",
  "elements": ["C", "C", "C", "N", "N", "O", "O", "H", "H", "H", "H", "H", "H", "H"],
  "positions_angstrom": [[-3.649, -0.210, -0.486], [2.090, 1.435, 1.452], [0.016, 0.657, 0.607], [-3.090, -1.226, -0.704], [-0.477, -0.399, -0.361], [-4.301, 0.698, -0.269], [1.346, 0.685, 0.834], [3.212, 1.200, 1.610], [1.782, 2.416, 1.916], [-0.483, 1.624, 0.413], [-3.338, -2.193, -0.785], [-0.400, -0.047, -1.441], [-1.528, -0.740, -0.450], [0.199, -1.203, -0.393]],
  "lumo_energy_ha": [-0.152, -0.146],
  "e_tot_ev": -10288.24884,
  "orbital_gap_ha": [0.2933, 0.3046],
  "de_lowest_kj_mol": 440.2,
  "total_charge": 1
}


No. 7
{
  "formula": "CH7N3O",
  "method": "ωB97M-V/def2-TZVPD",
  "elements": ["C", "N", "N", "O", "N", "H", "H", "H", "H", "H", "H", "H"],
  "positions_angstrom": [[-1.629, -0.437, -0.077], [-0.388, 0.215, -0.496], [-0.169, 1.345, 0.349], [0.673, -0.824, -0.181], [2.015, -0.330, -0.010], [-2.485, 0.232, -0.222], [-1.809, -1.326, -0.690], [-1.599, -0.746, 0.975], [-0.214, 2.193, -0.218], [0.811, 1.277, 0.659], [2.461, -0.689, -0.852], [2.332, -0.911, 0.763]],
  "lumo_energy_ha": 0.042,
  "e_tot_ev": -7663.96787,
  "orbital_gap_ha": 0.3463,
  "smiles": "CN(N)ON",
  "de_lowest_kj_mol": 536.1
}


No. 8
{
  "formula": "C2H3ClFNO2",
  "method": "ωB97M-V/def2-TZVPD",
  "elements": ["C", "C", "N", "O", "O", "F", "Cl", "H", "H", "H"],
  "positions_angstrom": [[1.248, -0.276, 0.297], [0.019, -0.796, -0.375], [-1.522, 1.253, -0.062], [-2.294, 1.199, 0.807], [-1.091, 2.183, -0.639], [-0.190, -0.805, -1.722], [-0.893, -1.932, 0.409], [1.949, -1.170, 0.238], [1.777, 0.400, -0.230], [0.995, -0.056, 1.277]],
  "lumo_energy_ha": [-0.047, -0.003],
  "e_tot_ev": -22942.17303,
  "orbital_gap_ha": [0.2515, 0.3557],
  "de_lowest_kj_mol": 391.0
}